No. 1
C20H25ClN2O5 | wB97M-V/def2-TZVPD

CARTESIAN COORDINATES (ANGSTROEM)
1 C -3.574 -3.266 -2.249
2 C -4.436 -2.270 -1.486
3 H -5.127 -2.783 -0.814
4 H -4.993 -1.640 -2.187
5 O -3.647 -1.438 -0.640
6 C -3.087 -0.346 -1.214
7 O -3.263 -0.083 -2.384
8 C -2.299 0.416 -0.251
9 C -1.664 1.591 -0.515
10 N -1.092 2.288 0.527
11 C -1.553 2.134 1.837
12 O -1.344 2.963 2.696
13 N -2.297 1.021 2.044
14 H -2.626 0.881 2.986
15 C -2.168 -0.115 1.164
16 C -0.832 -0.833 1.316
17 C -0.492 -1.829 0.407
18 C 0.729 -2.472 0.479
19 C 1.625 -2.119 1.476
20 C 1.299 -1.141 2.400
21 C 0.074 -0.503 2.315
22 H -0.162 0.262 3.039
23 H 1.997 -0.880 3.181
24 Cl 3.165 -2.903 1.564
25 H 0.987 -3.240 -0.233
26 H -1.190 -2.100 -0.369
27 H -2.978 -0.817 1.378
28 C -0.071 3.306 0.348
29 H -0.288 4.113 1.052
30 H -0.098 3.697 -0.665
31 C 1.314 2.727 0.655
32 H 1.315 2.342 1.676
33 C 1.705 1.615 -0.314
34 C 3.067 1.017 0.025
35 H 3.828 1.801 0.024
36 H 3.033 0.585 1.027
37 C 3.471 -0.088 -0.961
38 C 3.758 0.494 -2.320
39 O 2.946 0.958 -3.076
40 O 5.065 0.465 -2.609
41 H 5.233 0.859 -3.479
42 H 2.650 -0.802 -1.051
43 H 4.365 -0.600 -0.607
44 H 1.732 2.009 -1.331
45 H 0.957 0.819 -0.281
46 H 2.043 3.537 0.602
47 C -1.584 2.197 -1.876
48 H -1.853 3.251 -1.845
49 H -0.576 2.099 -2.276
50 H -2.263 1.674 -2.541
51 H -4.209 -3.916 -2.844
52 H -2.895 -2.735 -2.912
53 H -2.994 -3.874 -1.557

E_LUMO (eV): 0.652
Structure (SMILES): CCOC(=O)C1=C(C)N(CCCCCC(=O)O)C(=O)N[C@@H]1c1ccc(Cl)cc1
E_tot (hartree): -1723.111801
ΔE to the lowest compared entry with this formula, charge and spin (kJ/mol): 0.00
2S+1: 1
Orbital gap (hartree): 0.3424

---

No. 2
C36H44N2O6 | wB97M-V/def2-TZVPD

CARTESIAN COORDINATES (ANGSTROEM)
1 C -4.736 -1.426 4.939
2 C -3.825 -0.919 3.824
3 C -2.765 0.054 4.331
4 C -1.915 0.584 3.183
5 N -0.699 1.285 3.679
6 C 0.457 1.134 2.846
7 C 1.516 0.358 3.329
8 C 1.481 -0.323 4.672
9 C 1.349 -1.834 4.542
10 O 1.600 -2.367 5.837
11 C -0.002 -2.291 3.970
12 N 0.116 -2.634 2.559
13 C 2.648 0.191 2.540
14 C 2.726 0.748 1.276
15 C 1.680 1.543 0.800
16 C 0.545 1.747 1.587
17 C -0.595 2.566 1.054
18 O -1.411 1.677 0.294
19 C -2.557 2.172 -0.259
20 C -2.969 1.580 -1.448
21 C -4.152 1.981 -2.048
22 C -4.932 2.983 -1.476
23 C -4.516 3.570 -0.289
24 C -3.333 3.170 0.326
25 C 1.850 2.101 -0.581
26 O 1.496 3.205 -0.925
27 C 2.552 1.181 -1.530
28 C 2.191 1.171 -2.869
29 C 2.838 0.280 -3.726
30 O 2.566 0.194 -5.061
31 C 1.205 0.265 -5.479
32 C 0.372 -1.012 -5.209
33 C 1.234 -2.210 -4.791
34 C -0.766 -0.701 -4.217
35 C -1.461 -1.960 -3.701
36 C -1.772 0.263 -4.873
37 C 3.864 -0.528 -3.248
38 C 4.258 -0.492 -1.919
39 C 5.394 -1.348 -1.441
40 C 6.696 -0.567 -1.375
41 O 7.052 0.183 -2.245
42 C 3.577 0.364 -1.045
43 C 3.899 0.470 0.399
44 O 5.019 0.316 0.843
45 H -5.570 -2.007 4.549
46 H -4.167 -2.049 5.631
47 H -5.129 -0.588 5.517
48 H -3.332 -1.780 3.358
49 H -4.419 -0.445 3.038
50 H -3.288 0.900 4.788
51 H -2.146 -0.422 5.092
52 H -2.538 1.264 2.596
53 H -1.593 -0.229 2.531
54 H -0.910 2.275 3.727
55 H 2.429 -0.133 5.178
56 H 0.658 0.065 5.268
57 H 2.126 -2.184 3.847
58 H 1.290 -3.277 5.858
59 H -0.378 -3.111 4.599
60 H -0.723 -1.479 4.068
61 H 0.772 -3.395 2.429
62 H -0.772 -2.930 2.176
63 H 3.479 -0.398 2.910
64 H -0.238 3.368 0.413
65 H -1.148 3.021 1.878
66 H -2.361 0.800 -1.884
67 H -4.470 1.513 -2.971
68 H -5.848 3.309 -1.947
69 H -5.103 4.347 0.184
70 H -3.030 3.638 1.252
71 H 1.428 1.842 -3.231
72 H 0.711 1.119 -5.017
73 H 1.250 0.474 -6.546
74 H -0.115 -1.280 -6.152
75 H 2.212 -2.186 -5.262
76 H 0.733 -3.136 -5.068
77 H 1.361 -2.237 -3.707
78 H -0.317 -0.180 -3.363
79 H -2.436 -1.714 -3.278
80 H -0.890 -2.453 -2.916
81 H -1.632 -2.681 -4.503
82 H -1.895 0.030 -5.932
83 H -2.756 0.173 -4.410
84 H -1.471 1.306 -4.775
85 H 4.364 -1.192 -3.940
86 H 5.193 -1.756 -0.451
87 H 5.564 -2.185 -2.122
88 H 7.329 -0.736 -0.488

E_LUMO (eV): -0.541
Structure (SMILES): CCCCNc1c(C[C@@H](O)CN)cc2c(c1COc1ccccc1)C(=O)c1cc(OC[C@@H](C)C(C)C)cc(CC=O)c1C2=O
E_tot (hartree): -1959.135866
2S+1: 1
Orbital gap (hartree): 0.3032

---

No. 3
C6H12NO | wB97M-V/def2-TZVPD

CARTESIAN COORDINATES (ANGSTROEM)
1 C 0.558 -1.498 -0.822
2 C -0.642 1.044 -1.589
3 C 0.135 -0.123 -1.194
4 C 0.343 -0.785 0.528
5 C -1.087 1.922 -0.511
6 C -0.783 -1.083 1.422
7 N 1.512 -0.092 0.995
8 O 0.830 0.997 -1.540
9 H -0.020 -2.280 -1.238
10 H 1.651 -1.679 -0.982
11 H -1.029 1.218 -2.574
12 H -1.820 1.261 -0.068
13 H -1.631 2.757 -0.694
14 H -0.233 2.024 0.103
15 H -1.278 -0.351 1.849
16 H -0.527 -1.912 2.044
17 H -1.580 -1.642 0.892
18 H 1.777 0.878 0.584
19 H 2.430 -0.584 0.795
20 H 1.396 -0.072 1.999

E_LUMO (eV): -3.425
Net charge: +1
Structure (SMILES): C[C@H]1O[C@]12C[C@@]2(C)[NH3+]
E_tot (hartree): -365.401657
ΔE to the lowest compared entry with this formula, charge and spin (kJ/mol): 387.80
2S+1: 1
Orbital gap (hartree): 0.3421

---

No. 4
C41H37F5P2SSn | wB97M-V/def2-TZVPD

CARTESIAN COORDINATES (ANGSTROEM)
1 Sn 1.451 -0.881 0.635
2 C -3.125 0.640 5.597
3 C -3.170 0.523 4.248
4 C -3.415 1.451 3.068
5 C -2.150 2.252 2.616
6 C -1.404 2.919 3.722
7 C -1.836 3.225 4.965
8 C -3.170 3.109 5.685
9 C -2.998 1.835 6.493
10 C 3.074 -0.718 2.218
11 H -3.084 -0.277 6.223
12 H -3.064 -0.537 3.906
13 H -4.321 2.104 3.127
14 H -3.688 0.810 2.198
15 H -1.497 1.533 2.099
16 H -2.401 2.992 1.839
17 H -0.483 3.414 3.408
18 H -1.065 3.494 5.715
19 H -4.088 3.138 5.074
20 H -3.219 3.984 6.350
21 H -2.008 1.902 6.993
22 H -3.726 1.742 7.310
23 H 3.077 -1.579 2.926
24 H 2.839 0.243 2.730
25 H 3.915 -0.704 1.495
26 P 0.254 -2.200 -2.591
27 P 2.270 0.448 -3.236
28 C -0.317 -0.584 -3.195
29 C 0.517 0.378 -3.670
30 C -0.324 -3.275 -4.012
31 C -1.396 -2.919 -4.850
32 C -1.769 -3.725 -5.947
33 C -1.039 -4.890 -6.231
34 C 0.021 -5.272 -5.393
35 C 0.366 -4.476 -4.293
36 C -1.132 -2.400 -1.396
37 C -1.272 -1.348 -0.460
38 C -2.169 -1.438 0.593
39 C -2.941 -2.604 0.744
40 C -2.974 -3.533 -0.311
41 C -2.052 -3.456 -1.369
42 C 2.902 0.961 -4.933
43 C 2.597 0.110 -6.025
44 C 2.945 0.450 -7.338
45 C 3.621 1.654 -7.594
46 C 3.956 2.507 -6.533
47 C 3.622 2.145 -5.213
48 C 2.410 2.040 -2.312
49 C 3.572 2.289 -1.549
50 C 3.712 3.488 -0.850
51 C 2.698 4.454 -0.913
52 C 1.548 4.217 -1.673
53 C 1.390 2.998 -2.348
54 H -1.398 -0.405 -3.109
55 H 0.163 1.165 -4.346
56 H -1.957 -1.996 -4.674
57 H -2.627 -3.437 -6.580
58 H -1.294 -5.497 -7.108
59 H 0.573 -6.196 -5.599
60 H 1.178 -4.777 -3.630
61 H -0.650 -0.427 -0.600
62 H -2.249 -0.567 1.264
63 H -3.522 -2.764 1.658
64 H -3.732 -4.325 -0.308
65 H -2.081 -4.199 -2.172
66 H 2.093 -0.842 -5.831
67 H 2.694 -0.229 -8.161
68 H 3.844 1.946 -8.619
69 H 4.483 3.452 -6.722
70 H 3.958 2.785 -4.389
71 H 4.356 1.532 -1.501
72 H 4.612 3.678 -0.263
73 H 2.820 5.407 -0.397
74 H 0.763 4.973 -1.742
75 H 0.467 2.791 -2.891
76 F 0.789 -1.595 8.415
77 C 0.806 -1.413 7.076
78 C 0.789 -0.117 6.533
79 F 0.468 0.946 7.349
80 C 0.728 0.009 5.141
81 F 0.648 1.283 4.638
82 C 0.473 -1.083 4.272
83 S -0.098 -0.722 2.679
84 C 0.458 -2.372 4.854
85 F 0.058 -3.370 3.995
86 C 0.619 -2.534 6.231
87 F 0.305 -3.732 6.795

E_LUMO (alpha / beta) (eV): -8.674 / -9.040
Net charge: +2
E_tot (hartree): -3378.215076
ΔE to the lowest compared entry with this formula, charge and spin (kJ/mol): 203.72
2S+1: 1
Orbital gap (alpha / beta) (hartree): 0.1467 / 0.1335

---

No. 5
C3H5NSSi | wB97M-V/def2-TZVPD

CARTESIAN COORDINATES (ANGSTROEM)
1 C -1.424 0.968 -0.294
2 C 0.215 1.529 1.612
3 C 0.295 -0.162 0.067
4 N 0.768 0.482 1.033
5 Si 0.781 -1.563 -1.055
6 S -1.321 2.023 0.903
7 H -2.252 0.649 -0.925
8 H 0.453 1.854 2.666
9 H 0.052 -2.598 -0.445
10 H 2.223 -1.775 -1.131
11 H 0.209 -1.408 -2.430

E_LUMO (alpha / beta) (eV): 0.103 / 0.102
E_tot (hartree): -859.588532
ΔE to the lowest compared entry with this formula, charge and spin (kJ/mol): 301.74
2S+1: 1
Orbital gap (alpha / beta) (hartree): 0.2930 / 0.2930

---

No. 6
CH4ClPS | wB97M-V/def2-TZVPD

CARTESIAN COORDINATES (ANGSTROEM)
1 C 0.307 -1.130 0.013
2 P -1.598 1.089 -0.197
3 S -1.183 -0.694 0.611
4 Cl -3.452 1.356 0.469
5 H 2.247 0.508 -0.413
6 H 0.844 -0.335 -0.397
7 H 0.623 -2.114 0.252
8 H 2.213 1.320 -0.338

E_LUMO (alpha / beta) (eV): -0.387 / -0.811
E_tot (hartree): -1240.132975
ΔE to the lowest compared entry with this formula, charge and spin (kJ/mol): 264.10
2S+1: 1
Orbital gap (alpha / beta) (hartree): 0.2693 / 0.2611